C5H9NO | ωB97M-V/def2-TZVPD

```
16
Properties=species:S:1:pos:R:3:forces:R:3:mulliken_charge:R:1
C 1.00950 -0.73597 -0.19363 -0.2942 0.5316 0.3943 -1.14
C -0.31641 -1.21557 0.29909 -0.0696 -0.2231 0.0125 -0.03
N -0.67496 -0.52096 1.53239 -0.2907 -0.1050 0.3750 -0.57
C -1.30603 -0.11068 0.27226 -0.3653 0.0216 -0.0924 -0.18
C -0.70884 1.14682 -0.29916 0.0583 -0.1769 0.1185 -0.85
C 0.79627 0.89366 -0.16911 -0.1226 -1.0683 0.6415 0.16
O 1.54298 1.40131 -1.25556 0.0928 -0.4840 0.1289 -0.56
H 1.85533 -1.02541 0.44588 -0.3257 0.1491 0.0333 0.30
H 1.22214 -1.22909 -1.18117 -0.2173 0.9559 0.3141 0.43
H 1.69520 0.47290 -1.44261 1.4781 0.6410 -2.2793 0.36
H -0.63826 -2.24070 0.13972 0.0639 0.0872 0.1092 0.45
H -1.30742 -1.08964 2.07967 -0.1160 0.0149 0.0616 0.25
H -2.35788 -0.32123 0.11978 0.0082 -0.0416 0.0724 0.45
H -1.02723 2.05400 0.22952 0.1037 -0.2069 -0.0329 0.30
H -0.97839 1.26479 -1.35882 0.1411 -0.1102 0.2339 0.28
H 1.19398 1.25579 0.78175 -0.1447 0.0148 -0.0904 0.35
```
Forces are in eV/Å.

Charge: 0
E_HOMO in eV: -9.6
Kohn-Sham gap in eV: 10.55
E in Ha: -325.8406
SMILES string: O[C@H]1C[C@@H]2N[C@@H]2C1


C44H37Br2N7OP2SV | ωB97M-V/def2-TZVPD

```
95
Properties=species:S:1:pos:R:3:forces:R:3:mulliken_charge:R:1
V 0.16804 0.00089 -0.48190 -0.4704 -1.0233 -0.4334 -0.88
C 2.70420 4.69981 -2.58079 0.0010 -0.0428 0.0287 -0.74
C 1.42924 4.15648 -2.60090 0.0072 -0.0193 0.0069 -1.01
C 1.17910 2.94035 -1.98133 -0.1209 0.1203 -0.0247 -0.37
C 2.21288 2.26155 -1.35367 -0.1607 -0.3467 0.1171 -0.04
C 3.48802 2.81607 -1.30056 0.0917 0.0480 -0.0293 -0.82
C 3.72674 4.02985 -1.91836 -0.0157 0.0080 -0.0114 -0.67
N 1.95313 0.98121 -0.71330 1.0413 0.6807 -0.2428 1.16
N 2.98676 0.40117 -0.32473 0.0327 -0.1939 0.3739 -0.99
C 2.76325 -0.73447 0.46523 0.0312 0.3378 0.0057 -0.87
C 3.89544 -1.33268 0.99911 -0.0091 -0.0651 0.0822 -0.42
C 3.73902 -2.36357 1.91504 -0.0306 0.0605 -0.0508 -1.13
C 2.45830 -2.71249 2.31282 -0.0178 -0.0130 0.0402 -0.83
C 1.33292 -2.09978 1.75824 -0.0611 0.0361 0.0203 0.72
C 1.44381 -1.11975 0.78067 0.0822 0.2001 0.2027 1.35
H 2.89777 5.64874 -3.06056 0.0104 0.0209 -0.0072 0.46
H 0.61874 4.68162 -3.08808 -0.0005 0.0169 -0.0107 0.51
H 0.16937 2.55956 -1.97491 0.0924 0.0090 0.0207 1.35
H 4.27976 2.30961 -0.77023 -0.0107 -0.0019 -0.0159 0.52
H 4.71654 4.46120 -1.87052 0.0178 0.0152 -0.0110 0.45
H 4.87115 -0.96608 0.71063 0.0276 0.0000 -0.0119 0.61
H 4.60094 -2.85550 2.34173 0.0300 -0.0141 0.0130 0.44
H 2.32080 -3.47280 3.07085 -0.0060 -0.0117 0.0099 0.55
H 0.36562 -2.42092 2.12021 0.0497 -0.0107 -0.0029 0.23
C 2.14262 -0.11663 -3.68891 0.0083 -0.0631 -0.0325 -1.26
C 0.67466 0.13828 -3.77324 0.0685 0.0563 -0.0144 0.57
C 0.10137 0.24325 -5.06368 0.0553 -0.0125 0.0458 -1.30
C -1.21443 0.54579 -5.22672 -0.0709 0.0241 0.0084 -1.30
C -1.99816 0.83914 -4.08664 -0.0277 0.0215 -0.0889 0.91
C -3.33794 1.31257 -4.10763 0.0447 0.0167 0.1210 -0.20
Br -4.27149 1.43117 -5.72915 -0.0223 -0.0043 -0.0539 -0.13
C -3.95385 1.71846 -2.95204 0.1279 -0.0412 -0.0027 -0.50
C -3.26566 1.66365 -1.72429 -0.1044 0.0700 -0.0900 0.21
Br -4.11312 2.25483 -0.16368 -0.0273 -0.0102 0.0355 0.00
C -1.99158 1.16210 -1.67123 0.1502 0.0111 0.5387 -0.51
O -1.25037 1.09045 -0.52851 -0.6930 0.4336 -0.4469 -0.02
C -1.35788 0.72851 -2.84547 0.0630 0.1083 -0.0253 -0.40
N -0.05276 0.31251 -2.68055 -0.4291 -0.0952 0.1175 1.25
H 2.66379 0.78542 -4.02091 0.0066 -0.0031 0.0062 0.37
H 2.43622 -0.92275 -4.36184 0.0062 -0.0077 -0.0059 0.52
H 2.47751 -0.33782 -2.68468 0.0062 -0.0288 0.0108 -0.33
H 0.73901 0.07609 -5.92077 0.0121 -0.0041 -0.0011 0.61
H -1.65325 0.61053 -6.21283 -0.0067 -0.0037 -0.0169 0.44
H -4.96462 2.09967 -2.97413 -0.0125 -0.0008 -0.0069 0.54
C -3.28321 -1.44529 -0.54173 0.0053 0.0313 0.0730 -1.38
P -1.73564 -1.41338 0.42099 0.0674 -0.1207 -0.1045 2.70
C -2.26222 -0.84729 2.05697 0.0569 0.0316 0.0197 -1.31
C -1.30826 -3.15927 0.52379 -0.0165 0.0205 -0.0093 -0.33
C -1.95572 -4.07901 1.34181 -0.0217 -0.0020 -0.0081 -0.96
C -1.55298 -5.40523 1.33767 0.0148 0.0079 -0.0147 -0.92
C -0.51494 -5.81333 0.50929 -0.0080 0.0140 0.0028 -0.92
C 0.12858 -4.89905 -0.31153 -0.0204 -0.0122 0.0085 -1.06
C -0.26278 -3.56425 -0.29816 0.0839 0.0242 -0.0515 0.90
P 0.54500 -2.32513 -1.36888 -0.1394 -0.2675 -0.0716 2.39
C -0.27527 -2.70589 -2.96361 0.0483 -0.0007 0.0142 -1.38
C 2.21702 -3.00383 -1.59781 0.0079 0.0081 0.0217 -1.95
H -3.86880 -2.29162 -0.17888 -0.0263 0.0220 -0.0221 0.63
H -3.09891 -1.57701 -1.60728 0.0229 -0.0290 0.0022 0.22
H -3.85182 -0.53055 -0.38552 0.0146 -0.0094 0.0139 0.48
H -3.15875 -1.38872 2.36249 0.0126 0.0142 0.0413 0.72
H -2.49339 0.21797 1.99486 -0.0134 0.0080 -0.0231 0.25
H -1.47047 -0.99089 2.79243 0.0076 -0.0033 0.0036 0.29
H -2.76635 -3.76880 1.98925 -0.0148 0.0142 0.0090 0.48
H -2.04750 -6.12145 1.97885 -0.0093 -0.0135 0.0089 0.46
H -0.20259 -6.84842 0.50457 0.0030 -0.0170 0.0030 0.48
H 0.93754 -5.23894 -0.94448 0.0088 -0.0039 -0.0066 0.43
H -0.43106 -3.78447 -3.00682 0.0064 0.0139 -0.0202 0.64
H 0.34518 -2.41177 -3.80728 0.0194 0.0272 -0.0185 0.36
H -1.24151 -2.20869 -3.04664 -0.0083 0.0088 0.0251 0.20
H 2.59204 -3.38167 -0.64705 -0.0163 0.0119 0.0039 0.49
H 2.91124 -2.25291 -1.96040 0.0213 0.0374 -0.0607 0.23
H 2.16701 -3.81482 -2.32497 0.0289 -0.0146 0.0164 0.68
S -3.44548 2.10485 6.44487 0.0551 -0.0513 -0.1118 0.17
N -3.29494 2.93369 5.06796 0.0946 0.0052 0.0206 -0.68
C -2.16287 2.53568 4.50492 -0.1157 0.1232 -0.1025 0.76
C -1.63546 3.01188 3.23557 -0.1594 0.0016 0.1365 0.90
C -2.21332 4.06875 2.53562 0.0414 0.0288 -0.0609 -0.64
C -1.65541 4.43841 1.33358 0.0414 -0.0635 0.0395 -1.00
C -0.59917 3.67648 0.83705 -0.0754 -0.0199 -0.0921 0.01
N -0.04514 2.66028 1.47955 0.0936 0.1304 -0.0035 -0.06
C -0.50183 2.38238 2.70751 0.0936 -0.1945 0.0808 -0.51
C 0.27543 1.43038 3.53974 -0.0422 0.1424 -0.1115 -0.39
N 1.48151 1.07153 3.08504 0.0437 -0.0839 0.0268 -0.36
C 2.24288 0.33227 3.87448 -0.0027 -0.0517 -0.0693 -0.65
C 1.85203 -0.12905 5.13091 -0.0674 0.0259 0.0058 -0.83
C 0.60285 0.21928 5.59348 0.0669 -0.0340 0.0029 -0.71
C -0.20092 1.03112 4.79449 -0.1254 0.0031 0.1060 1.22
C -1.48329 1.54662 5.24753 0.0777 -0.1599 0.0788 0.56
N -2.10765 1.20527 6.36579 0.0442 0.0809 -0.0300 -0.67
H -3.06837 4.58129 2.95547 -0.0208 0.0126 0.0063 0.54
H -2.03811 5.27306 0.76473 -0.0075 0.0292 -0.0168 0.48
H -0.19594 3.89883 -0.14430 0.0098 0.0209 0.0439 0.20
H 3.22595 0.08687 3.48998 0.0365 -0.0003 -0.0014 0.68
H 2.52761 -0.72363 5.72873 0.0180 -0.0178 0.0120 0.50
H 0.24653 -0.08777 6.56762 -0.0026 -0.0070 0.0161 0.56
```
Forces are in eV/Å.

Charge: +2
E_HOMO (spin up / spin down) in eV: -13.0 / -13.0
2S+1: 2
Kohn-Sham gap (spin up / spin down) in eV: 6.06 / 6.23
E in Ha: -9329.9539


C12H26FNO6PS2 | ωB97M-V/def2-TZVPD

```
49
Properties=species:S:1:pos:R:3:forces:R:3:mulliken_charge:R:1
C -0.98351 -1.23174 -2.08707 -0.6701 -0.1672 0.1668 -0.21
C -1.80883 -0.42324 -0.98023 0.7147 1.0467 2.2599 0.12
O -1.24031 -0.04796 0.08068 -1.0982 -1.3661 -3.3205 -0.60
N -3.21190 -0.03691 -1.14701 0.4413 -3.0470 -0.1208 0.10
P -3.40898 1.06092 -2.56510 0.0887 2.9580 -1.0638 0.01
F -5.10377 0.71014 -2.72504 0.7424 -0.6915 0.1601 -0.47
C -4.12729 -1.18610 -1.16370 -1.7208 -0.8406 3.0734 0.48
C -4.28166 -2.25724 -2.32826 -0.6824 0.5823 -0.2215 -0.93
O -4.83999 -1.37171 -0.13877 2.1579 0.4511 -3.3051 -0.61
H -0.36228 -0.49539 -2.68611 -0.6345 -0.9006 0.9042 0.26
H -1.65887 -1.77397 -2.82413 0.7939 0.8142 1.0374 0.23
H -0.34677 -2.01911 -1.56412 -0.6582 1.2570 -0.6517 -0.24
H -3.01555 0.04638 -3.52179 -0.3469 -0.2160 0.3016 -0.08
H -3.51984 1.98665 -3.66946 -0.0483 0.0161 -0.1114 0.03
H -3.78247 2.13596 -1.64969 -0.0837 -0.5496 -0.0793 -0.04
H -2.02768 1.49204 -2.37266 0.1159 -0.3495 -0.1762 0.00
H -3.78642 -1.91991 -3.29589 -0.5478 -0.6095 1.3403 0.32
H -3.94532 -3.28300 -1.96827 -0.1234 1.4218 -0.4370 0.26
H -5.41004 -2.35321 -2.52614 1.6892 0.2679 0.3410 0.29
C 2.59423 -2.42879 1.12066 0.0327 0.0514 0.1680 -0.72
C 3.43382 -1.42977 0.32238 -0.1031 0.2246 0.0335 -0.52
C 4.39739 -2.23560 -0.55209 0.2736 0.5167 0.0893 -0.62
S 3.59248 -3.80253 -0.87045 -0.3085 0.0981 -0.1562 1.13
O 4.35891 -4.85101 -0.23572 -0.0396 -0.0013 -0.2998 -0.67
O 3.20564 -3.86523 -2.26182 0.3011 -0.3121 0.2183 -0.67
C 2.14226 -3.48309 0.11855 -0.3144 0.0916 0.3385 0.05
H 1.74366 -1.94640 1.60580 0.0487 -0.0470 -0.0703 0.36
H 3.21062 -2.89110 1.89852 -0.0654 -0.0094 -0.0479 0.32
H 2.77638 -0.82736 -0.31230 0.0249 -0.0684 0.0636 0.22
H 3.97564 -0.74361 0.97664 -0.0459 -0.0411 -0.0788 0.35
H 4.59745 -1.73367 -1.49888 0.0310 -0.2296 0.0087 0.35
H 5.33553 -2.43758 -0.03282 -0.0880 -0.1265 -0.0805 0.34
H 1.80206 -4.40489 0.58915 0.0989 -0.0435 -0.1768 0.44
H 1.36785 -3.09010 -0.54280 0.1005 -0.0547 -0.0030 -0.31
C -0.54131 3.80798 3.15364 -0.0699 0.0836 -0.1119 -0.69
C -0.43211 2.77238 2.03256 -0.2427 -0.1355 0.0571 -0.51
C 0.90935 2.99467 1.33173 -0.3103 -0.2136 -0.3594 -0.45
S 2.00481 3.69909 2.55870 -0.1638 -0.2744 -0.0408 1.17
O 2.33933 5.04773 2.15943 0.2682 -0.1865 0.1331 -0.67
O 3.01703 2.72695 2.91060 0.1691 0.3921 -0.0831 -0.68
C 0.80090 3.78064 3.87364 -0.3602 0.1259 0.3584 -0.69
H -1.36553 3.58399 3.83350 0.0648 0.0267 -0.0517 0.34
H -0.71633 4.79988 2.72461 0.0241 -0.0364 0.0867 0.32
H -0.46086 1.76637 2.46155 -0.0311 0.0732 -0.1053 0.21
H -1.26170 2.85062 1.32780 0.1133 -0.1334 0.0356 0.37
H 1.33157 2.05893 0.96522 0.0829 0.1552 0.0213 0.16
H 0.81857 3.70798 0.51119 0.1192 0.0035 0.1139 0.37
H 0.97873 4.66412 4.48626 0.1881 -0.0591 -0.0797 0.40
H 0.90513 2.87676 4.47748 0.0721 0.0521 -0.0782 0.34
```
Forces are in eV/Å.

Charge: -1
E_HOMO in eV: -5.0
Kohn-Sham gap in eV: 7.34
E in Ha: -2216.5884